No. 1
C5H7FO2S | the ωB97M-V functional and the def2-TZVPD basis

SMILES = C=C1O[C@H](S)[C@H](F)[C@H]1O
relative energy (zero: lowest compared OMol25 entry of this formula, charge and spin) = 0.0 kJ/mol

Geometry as ORCA input:
```
! wB97M-V def2-TZVPD RIJCOSX def2/J DEFGRID3
* xyz 0 1
C 0.8521 -0.2340 -0.5669
C 1.8935 -0.4213 -1.3521
C 0.2200 1.1223 -0.1799
C -1.1685 0.5826 0.3426
C -0.7256 -0.8220 0.9383
O 0.3815 -1.2472 0.1907
O 1.1115 1.6867 0.7458
F -1.9552 0.5006 -0.7180
S -2.1021 -2.0002 1.0255
H 2.2133 -1.4487 -1.5212
H 2.2562 0.4719 -1.7844
H 0.0177 1.8243 -0.9140
H -1.5936 1.1792 1.1394
H -0.3767 -0.4922 1.8567
H 1.5904 0.9393 1.0127
H -2.6145 -1.6414 -0.2151
*
```

---

No. 2
C5H7FOS | the ωB97M-V functional and the def2-TZVPD basis

relative energy (zero: lowest compared OMol25 entry of this formula, charge and spin) = 515.5 kJ/mol

Geometry as ORCA input:
```
! wB97M-V def2-TZVPD RIJCOSX def2/J DEFGRID3
* xyz 0 1
C 1.4303 1.3153 -0.2569
C 0.3467 0.3382 0.2093
C 0.7873 -1.0360 0.8315
C -0.9507 0.5025 -0.3074
C -2.0418 -0.3404 -0.2537
H 2.4429 0.7221 -0.4237
H 1.0523 1.7754 -1.5220
H 1.3798 2.7745 0.6539
H 0.0427 -1.4523 1.4763
H 1.8239 -0.9845 1.3791
H -1.1946 1.5507 -0.6608
H -0.6528 -1.7708 -0.4140
O -1.7388 -1.6158 -0.4586
F 0.8344 -1.8395 -0.4209
S -3.5618 0.0607 0.1680
*
```

---

No. 3
C5H7FeO4 | the ωB97M-V functional and the def2-TZVPD basis

expectation value of S² = 6.01
relative energy (zero: lowest compared OMol25 entry of this formula, charge and spin) = 0.0 kJ/mol

Geometry as ORCA input:
```
! wB97M-V def2-TZVPD RIJCOSX def2/J DEFGRID3
* xyz 1 5
H 3.1764 -0.6660 -0.3897
Fe 2.4826 2.4491 -0.3768
O 3.2701 1.0997 0.6493
O 1.6827 -0.5563 0.9861
C 0.3503 -0.1182 0.7720
C 0.3325 0.1984 -0.7138
O 1.6758 0.7327 -0.8952
C 2.5673 0.1017 0.1190
H -0.3322 -0.9296 1.0474
H 0.1341 0.7789 1.3730
H -0.3795 0.9786 -1.0003
H 0.2471 -0.7081 -1.3264
H -2.8694 -0.8620 -1.4569
O -3.8876 0.6002 1.1301
C -2.7709 -1.0169 -0.3817
C -3.3754 -0.1726 0.4302
H -2.3039 -1.9095 0.0337
*
```

---

No. 4
C5H7IN2 | the ωB97M-V functional and the def2-TZVPD basis

SMILES = C[C@@H](I)c1cnc[nH]1
relative energy (zero: lowest compared OMol25 entry of this formula, charge and spin) = 21.9 kJ/mol

Geometry as ORCA input:
```
! wB97M-V def2-TZVPD RIJCOSX def2/J DEFGRID3
* xyz 0 1
C 0.4852 -1.4960 1.0610
C 1.5428 -1.7413 -0.7901
C 0.1235 -0.4036 0.3100
C -0.6173 2.0608 -0.1146
C -0.8758 0.7220 0.6271
N 1.3847 -2.2945 0.3625
N 0.8364 -0.5742 -0.8560
I -2.8733 0.0202 0.0372
H 0.0970 -1.9583 1.9412
H 1.8774 -2.1649 -1.7314
H -0.5748 1.8602 -1.1329
H 0.2560 2.6279 0.1213
H -1.4194 2.6356 0.1675
H -0.9660 0.7552 1.7396
H 0.7237 -0.0493 -1.7424
*
```

---

No. 5
C5H7IN2O6 | the ωB97M-V functional and the def2-TZVPD basis

SMILES = COC(=O)CCC(I)([N+](=O)[O-])[N+](=O)[O-]
relative energy (zero: lowest compared OMol25 entry of this formula, charge and spin) = 0.0 kJ/mol

Geometry as ORCA input:
```
! wB97M-V def2-TZVPD RIJCOSX def2/J DEFGRID3
* xyz 0 1
C -1.3451 -0.5240 0.0366
C -2.6995 -2.3043 0.7081
C -0.6364 0.0337 -1.2058
C 0.3225 1.1766 -0.8938
C 1.3728 0.7440 0.1559
N 1.3438 1.3421 1.5137
N 2.8885 1.2586 -0.5957
O -1.1358 -0.1172 1.1417
O 0.6971 2.3636 1.6639
O 2.0855 0.7609 2.3134
O 3.7814 1.4795 0.1562
O 2.8243 1.2321 -1.7855
O -2.1101 -1.5962 -0.3636
I 1.8814 -1.2802 0.2610
H -3.7441 -2.6512 0.4250
H -2.7770 -1.6157 1.5572
H -2.0076 -3.1832 0.9172
H -0.0547 -0.8108 -1.5370
H -1.3126 0.2399 -1.9452
H 0.7513 1.3762 -1.8993
H -0.1256 2.0754 -0.6242
*
```

---

No. 6
C5H7IO3 | the ωB97M-V functional and the def2-TZVPD basis

relative energy (zero: lowest compared OMol25 entry of this formula, charge and spin) = 458.3 kJ/mol

Geometry as ORCA input:
```
! wB97M-V def2-TZVPD RIJCOSX def2/J DEFGRID3
* xyz 0 1
C 0.8251 -1.6440 0.7006
C 1.9414 -0.6233 0.2678
C -1.5075 2.1589 -0.3759
C 0.1396 -0.4737 -1.0366
C -1.4864 0.7259 -0.0398
O 0.0530 -1.7368 -0.4625
O 1.3219 0.1082 -0.7974
O -1.2404 1.6500 0.9512
I -3.2348 -0.3978 0.3466
H 1.4034 -2.5810 0.9888
H 0.3238 -1.1478 1.6171
H 2.1213 0.0401 1.0384
H 2.8499 -1.0385 -0.1031
H -0.7342 2.7653 -0.8949
H -2.4861 2.5951 -0.2594
H -0.2902 -0.4005 -1.9409
*
```

---

No. 7
C5H7IrLiO3 | the ωB97M-V functional and the def2-TZVPD basis

expectation value of S² = 6.02

Geometry as ORCA input:
```
! wB97M-V def2-TZVPD RIJCOSX def2/J DEFGRID3
* xyz 3 5
C 2.6878 -0.1895 1.7980
C 3.4175 -0.4581 0.7768
H 2.1959 -0.9275 2.4288
H 4.4485 -0.7784 0.6883
H 2.2376 -0.9055 -0.0733
O 0.9966 0.6108 1.3059
Ir -1.0092 -2.0021 -0.8577
O 0.6244 -1.0572 -0.1401
C 0.2028 -0.0906 0.5879
O -0.8724 0.5463 0.2305
C -1.9561 -0.2204 -0.5052
C -2.4272 0.6787 -1.6278
H -2.7295 -0.2717 0.2742
H -2.9131 1.5982 -1.2609
H -3.1724 0.1179 -2.2109
H -1.6180 0.9568 -2.3171
Li -0.1132 2.3924 0.9025
*
```

---

No. 8
C5H7LaO3 | the ωB97M-V functional and the def2-TZVPD basis

expectation value of S² = 0.75
relative energy (zero: lowest compared OMol25 entry of this formula, charge and spin) = 200.2 kJ/mol

Geometry as ORCA input:
```
! wB97M-V def2-TZVPD RIJCOSX def2/J DEFGRID3
* xyz 3 2
O -1.2587 -0.3299 0.9841
C 0.0321 -0.2245 0.4895
O 0.3408 -0.7660 -0.5878
La 3.0958 0.1521 -0.4077
O 0.8031 0.4973 1.1430
C -2.1538 -1.0344 0.3454
H -1.8457 -1.5427 -0.5729
H -3.9981 -1.9864 0.7781
C -3.5260 -1.0007 0.8181
H -3.6619 -0.4500 1.7531
C -3.8698 -0.1531 -0.4163
C -3.5800 1.2786 -0.4553
H -4.7530 -0.5397 -0.9320
H -3.4469 1.7052 0.5483
H -3.1215 0.5550 -1.5075
H -4.2383 1.9172 -1.0529
*
```

---

| no. | total energy (eV) | molecular weight (g mol⁻¹) |
| --- | --- | --- |
| 1 | -22944.2858 | 150.17 |
| 2 | -20892.7348 | 134.17 |
| 3 | -47865.1822 | 186.95 |
| 4 | -16378.8501 | 222.03 |
| 5 | -28657.1175 | 318.02 |
| 6 | -19536.7626 | 242.01 |
| 7 | -14441.7649 | 314.27 |
| 8 | -12263.6508 | 254.01 |